No. 1
A cluster of 2 separate species, C5H16N3S in total at a distorted geometry. Source: the Open Molecules 2025 dataset; level of theory: ωB97M-V with the def2-TZVPD basis set.

Computed properties:
- Net charge: +1
- Energy relative to the best compared isomer or geometry (same formula, charge and spin): 262.03 kJ/mol
- LUMO level: -3.05 eV
- Kohn-Sham gap: 8.463 eV
- HOMO: -11.52 eV
- Strongest force on any atom: 8.72 eV/A
- Calculated total energy: -762.273914 hartree

Element x y z (Å)
C 0.811 -3.021 0.503
C 0.605 -0.768 1.777
N 1.327 -1.627 0.903
N 1.257 0.164 2.484
N -0.752 -0.845 1.940
H 2.211 -1.335 0.894
H 0.919 1.117 2.517
H 2.158 0.027 2.816
H -1.221 -0.197 2.465
H -1.299 -1.605 1.733
H 1.383 -3.712 1.070
H 1.117 -3.099 -0.599
H -0.216 -3.224 0.748
C -0.597 2.208 -1.937
C -0.484 3.302 -0.891
C -0.963 -0.706 -1.913
S -0.248 0.624 -0.939
H -1.563 2.043 -2.490
H 0.203 2.567 -2.642
H 0.316 4.008 -1.288
H -0.260 3.161 0.159
H -1.997 -0.855 -1.915
H -0.456 -1.644 -1.596
H -0.757 -0.494 -2.990
H -1.495 3.909 -0.809

No. 2
A structure of composition C5H16N4 at a distorted geometry. Source: the Open Molecules 2025 dataset; level of theory: ωB97M-V with the def2-TZVPD basis set.

Computed properties:
- Energy relative to the best compared isomer or geometry (same formula, charge and spin): 445.81 kJ/mol
- LUMO level (alpha / beta): 0.63 / 0.63 eV
- Kohn-Sham gap (alpha / beta): 8.244 / 8.244 eV
- HOMO (alpha / beta): -7.61 / -7.61 eV
- Strongest force on any atom: 2.76 eV/A
- Calculated total energy: -418.975919 hartree

Element x y z (Å)
C -1.415 0.933 0.076
C -1.325 0.671 -1.414
C -1.580 2.391 0.450
N -2.200 0.010 0.764
H -0.165 0.587 0.534
H -1.504 -0.758 1.188
H -2.554 0.422 1.626
H -0.457 1.168 -1.847
H -0.839 3.012 -0.054
H -2.234 1.026 -1.907
H -1.220 -0.395 -1.610
H -1.501 2.537 1.528
H -2.568 2.747 0.140
C 1.271 -2.048 -0.688
C 2.846 -0.287 -0.026
N 1.472 -0.743 -0.088
N 0.724 -0.330 1.021
N -0.022 -1.183 1.675
H 0.015 -2.130 1.278
H 1.749 -2.041 -1.667
H 0.206 -2.242 -0.825
H 1.700 -2.869 -0.096
H 3.212 -0.138 -1.045
H 3.499 -1.003 0.486
H 2.889 0.664 0.503

No. 3
A cluster of 2 separate species, C5H16N5O in total at a distorted geometry. Source: the Open Molecules 2025 dataset; level of theory: ωB97M-V with the def2-TZVPD basis set.

Computed properties:
- Net charge: +1
- Energy relative to the best compared isomer or geometry (same formula, charge and spin): 360.19 kJ/mol
- LUMO level: -3.83 eV
- Kohn-Sham gap: 9.091 eV
- HOMO: -12.92 eV
- Strongest force on any atom: 5.85 eV/A
- Calculated total energy: -548.787653 hartree

Element x y z (Å)
C 2.575 2.364 -0.055
C 2.155 0.907 0.019
C 0.638 0.762 0.300
C -0.125 -0.504 0.037
C -1.470 -0.290 0.743
N -0.136 -0.522 -1.409
N 0.579 -1.720 0.738
N -1.717 -1.064 1.812
N -2.209 0.621 0.128
N -2.680 -1.600 -1.843
O 0.509 -1.378 -1.960
H 2.000 2.861 -0.796
H 3.606 2.380 -0.262
H 2.576 2.876 0.909
H 2.771 0.423 0.811
H 2.417 0.447 -1.009
H 0.642 0.985 1.275
H 0.070 1.472 -0.239
H 0.209 -2.594 0.501
H 1.598 -1.778 0.421
H -2.748 -1.169 2.006
H -1.108 -1.793 1.999
H -1.870 1.096 -0.697
H -3.219 0.551 0.262
H -2.776 -2.050 -2.753
H -3.404 -0.889 -1.772
H -2.858 -2.228 -1.070

No. 4
A cluster of 2 separate species, C5H16NO in total at a distorted geometry. Source: the Open Molecules 2025 dataset; level of theory: ωB97M-V with the def2-TZVPD basis set.

Computed properties:
- Net charge: +1
- Energy relative to the best compared isomer or geometry (same formula, charge and spin): 157.38 kJ/mol
- LUMO level: -3.33 eV
- Kohn-Sham gap: 11.583 eV
- HOMO: -14.91 eV
- Strongest force on any atom: 2.48 eV/A
- Calculated total energy: -329.820902 hartree

Element x y z (Å)
C 1.994 0.547 1.257
C 0.619 0.098 0.794
C 0.384 0.102 -0.704
C -0.390 1.212 -1.495
C -1.648 0.753 -2.181
N -0.445 1.016 1.478
H 1.913 1.157 2.169
H 2.642 -0.228 1.659
H 2.489 1.200 0.542
H 0.389 -0.838 1.298
H 0.020 -0.853 -1.064
H 1.378 0.051 -1.159
H 0.336 1.673 -2.145
H -0.550 1.993 -0.740
H -1.485 0.714 -3.234
H -2.657 1.093 -1.998
H -1.786 -0.338 -2.127
H -0.379 1.019 2.493
H -0.453 1.914 0.997
H -1.355 0.605 1.269
H -0.854 -3.558 1.170
H -0.003 -3.880 -0.109
O -0.273 -3.184 0.503

No. 5
A cluster of 2 separate species, C5H16NO in total at a distorted geometry. Source: the Open Molecules 2025 dataset; level of theory: ωB97M-V with the def2-TZVPD basis set.

Computed properties:
- Net charge: +1
- Energy relative to the best compared isomer or geometry (same formula, charge and spin): 72.30 kJ/mol
- LUMO level: -3.28 eV
- Kohn-Sham gap: 11.660 eV
- HOMO: -14.94 eV
- Strongest force on any atom: 1.82 eV/A
- Calculated total energy: -329.853307 hartree

Element x y z (Å)
C -0.739 0.625 0.287
C 0.346 -0.005 -0.551
C 0.866 1.102 -1.492
C -0.101 -1.221 -1.372
C 1.098 -2.112 -1.735
N -1.114 -0.179 1.533
H -0.360 1.531 0.725
H -1.642 0.794 -0.251
H 1.183 -0.269 0.064
H 1.013 0.774 -2.519
H 1.758 1.644 -1.223
H 0.097 1.879 -1.636
H -0.596 -0.926 -2.281
H -0.739 -1.844 -0.737
H 1.522 -2.572 -0.850
H 1.839 -1.604 -2.351
H 0.730 -2.948 -2.340
H -1.426 -1.147 1.458
H -1.934 0.319 1.885
H -0.530 0.021 2.349
H 0.338 1.999 3.635
H -1.029 2.445 3.914
O -0.578 1.694 3.486

No. 6
A cluster of 2 separate species, C5H16NO in total at a distorted geometry. Source: the Open Molecules 2025 dataset; level of theory: ωB97M-V with the def2-TZVPD basis set.

Computed properties:
- Net charge: +1
- Energy relative to the best compared isomer or geometry (same formula, charge and spin): 269.63 kJ/mol
- LUMO level: -3.33 eV
- Kohn-Sham gap: 11.371 eV
- HOMO: -14.70 eV
- Strongest force on any atom: 6.61 eV/A
- Calculated total energy: -329.778149 hartree

Element x y z (Å)
C 0.736 0.160 -1.474
C 0.863 1.272 -0.470
C 0.234 0.705 0.869
C 0.949 -0.568 1.399
C 0.378 1.877 1.890
N -0.786 -0.195 -1.609
H 1.310 -0.709 -1.201
H 1.049 0.623 -2.516
H 0.364 2.193 -0.891
H 1.885 1.555 -0.234
H -0.838 0.398 0.725
H 1.366 -1.160 0.570
H 0.124 -1.276 1.782
H 1.640 -0.439 2.235
H -0.106 2.823 1.800
H -0.184 1.626 2.631
H 1.403 2.128 2.378
H -0.713 -1.128 -2.138
H -1.230 -0.406 -0.658
H -1.204 0.545 -2.185
H -1.310 -3.293 -0.190
H -2.491 -2.162 -0.110
O -1.816 -2.577 -0.503

No. 7
A structure of composition C5H16NO2 at a distorted geometry. Source: the Open Molecules 2025 dataset; level of theory: ωB97M-V with the def2-TZVPD basis set.

Computed properties:
- Energy relative to the best compared isomer or geometry (same formula, charge and spin): 530.46 kJ/mol
- LUMO level (alpha / beta): -0.13 / -2.72 eV
- Kohn-Sham gap (alpha / beta): 7.776 / 5.185 eV
- HOMO (alpha / beta): -7.90 / -7.90 eV
- Strongest force on any atom: 4.10 eV/A
- Multiplicity: 2
- <S²>: 0.75
- Calculated total energy: -405.051743 hartree

Element x y z (Å)
C -0.847 -0.389 -1.415
C 0.553 0.198 -1.244
C 0.684 1.119 -0.021
C 2.053 1.238 0.504
C 2.355 0.688 1.799
O 1.995 -1.576 0.192
N -3.428 -1.484 -0.318
H -1.554 0.444 -1.254
H -1.104 -0.827 -2.384
H -1.013 -1.082 -0.590
H 1.238 -0.612 -0.957
H 0.330 2.139 -0.195
H 0.041 0.619 0.697
H 2.387 -0.140 0.740
H 2.810 1.660 -0.146
H 1.509 0.463 2.452
H 3.147 1.046 2.463
H 2.784 -2.087 -0.016
H 0.983 0.550 -2.188
H -3.163 -0.557 0.068
H -4.404 -1.600 -0.547
H -3.156 -2.186 0.362
H -2.681 1.287 1.255
O -2.368 0.843 0.445

No. 8
A cluster of 3 separate species, C5H16NO2 in total at a distorted geometry. Source: the Open Molecules 2025 dataset; level of theory: ωB97M-V with the def2-TZVPD basis set.

Computed properties:
- Net charge: +1
- Energy relative to the best compared isomer or geometry (same formula, charge and spin): 305.40 kJ/mol
- LUMO level: -3.06 eV
- Kohn-Sham gap: 9.153 eV
- HOMO: -12.21 eV
- Strongest force on any atom: 8.07 eV/A
- Calculated total energy: -405.003817 hartree

Element x y z (Å)
C 1.146 0.262 1.906
C 0.520 -1.097 1.337
C 0.626 -1.095 -0.068
C 0.152 -2.058 -0.864
C -0.058 -1.936 -2.325
N 0.571 1.550 1.075
H 2.173 0.354 1.712
H 0.900 0.366 2.962
H -0.486 -1.312 1.805
H 1.207 -1.962 1.784
H 1.343 -0.398 -0.517
H 0.024 -3.083 -0.399
H -0.113 -2.998 -2.703
H 0.665 -1.478 -3.054
H -1.052 -1.508 -2.580
H -0.247 1.179 0.430
H 1.090 1.909 0.322
H 0.432 2.402 1.578
H -0.693 1.800 -1.567
H -0.103 3.023 -1.785
O -0.175 2.402 -1.035
H -2.830 0.168 0.221
H -2.365 1.663 0.504
O -2.107 0.669 0.265

No. 9
A cluster of 2 separate species, C5H16NS in total at a distorted geometry. Source: the Open Molecules 2025 dataset; level of theory: ωB97M-V with the def2-TZVPD basis set.

Computed properties:
- Net charge: +1
- Energy relative to the best compared isomer or geometry (same formula, charge and spin): 66.86 kJ/mol
- LUMO level: -3.26 eV
- Kohn-Sham gap: 9.864 eV
- HOMO: -13.13 eV
- Strongest force on any atom: 1.71 eV/A
- Calculated total energy: -652.788237 hartree

Element x y z (Å)
C -1.153 0.812 -0.536
C -2.163 1.191 -1.628
C -2.659 2.640 -1.549
N -0.964 -0.701 -0.583
H -0.162 1.208 -0.709
H -1.545 0.961 0.485
H -3.067 0.506 -1.550
H -1.665 0.999 -2.585
H -3.338 2.865 -0.760
H -1.862 3.327 -1.328
H -3.077 2.943 -2.456
H -1.922 -1.122 -0.659
H -0.473 -1.002 -1.447
H -0.457 -1.089 0.243
C 2.675 -0.078 -0.067
C 1.794 -0.162 1.197
S 1.311 -1.876 1.605
H 2.187 -0.623 -0.890
H 3.664 -0.482 0.081
H 2.830 0.946 -0.322
H 2.361 0.185 2.107
H 0.861 0.444 1.069
H 0.472 -1.556 2.628

No. 10
A cluster of 2 separate species, C5H16NSi in total at a distorted geometry. Source: the Open Molecules 2025 dataset; level of theory: ωB97M-V with the def2-TZVPD basis set.

Computed properties:
- Net charge: +1
- Energy relative to the best compared isomer or geometry (same formula, charge and spin): 442.58 kJ/mol
- LUMO level: -6.20 eV
- Kohn-Sham gap: 6.331 eV
- HOMO: -12.54 eV
- Strongest force on any atom: 5.92 eV/A
- Calculated total energy: -543.920509 hartree

Element x y z (Å)
C 1.931 -1.717 0.129
C -1.786 0.935 -0.666
C -0.641 1.568 1.168
C 1.312 -0.867 -0.980
C -1.890 -0.614 1.181
N -1.046 0.323 0.432
Si 2.510 0.263 -1.883
H 1.251 -2.010 0.927
H 2.147 -2.701 -0.138
H 2.865 -1.378 0.670
H -2.177 0.255 -1.305
H -2.514 1.649 -0.474
H -1.118 1.376 -1.278
H -0.366 1.168 2.176
H 0.383 1.989 0.715
H -1.326 2.333 1.272
H 0.407 -0.195 -0.615
H 0.961 -1.585 -1.680
H -2.140 -1.399 0.597
H -2.743 -0.001 1.387
H 1.719 0.598 -3.166
H 3.889 1.014 -1.753
H -1.468 -0.865 2.229

Q: Which value of strongest force on any atom does entry 1 give?
A: 8.72 eV/A